The following is a DFT calculation (ωB97M-V with the def2-TZVPD basis set) of a molecular structure, C23H28CaF3N2O in a non-equilibrium geometry.

Summary:
- strongest force on any atom (Eh/bohr) = 0.0838
- spin multiplicity = 1
- E_HOMO (Ha) = -0.0705
- E (eV) = -55924.08929
- LUMO energy (eV) = 2.14
- gap between HOMO and LUMO (eV) = 4.0575
- net charge = -1
- relative energy (zero: lowest compared OMol25 entry of this formula, charge and spin) (kJ/mol) = 0.0

The geometry in XYZ format:
```
58
Properties=species:S:1:pos:R:3:forces:R:3
Ca 1.3884 1.5765 0.0042 1.224 -0.209 -1.986
C -2.5063 -1.2445 -3.0513 0.449 0.526 0.221
C -1.0259 -0.9966 -2.5967 -0.672 0.341 -0.581
C -0.1356 -1.4006 -3.7944 0.405 -0.470 -0.004
C -0.7383 -1.8058 -1.3399 0.448 0.438 0.339
C -0.7089 -3.2035 -1.4606 -0.278 0.418 -0.276
C -0.4112 -3.9915 -0.3779 0.531 -0.439 0.598
C -0.0217 -3.4104 0.8265 -0.376 -0.196 -0.042
C -0.0051 -2.0389 1.0036 -0.426 1.019 -1.035
C 0.4151 -1.5684 2.3836 -0.390 -0.685 0.233
C -0.5687 -0.6202 3.0451 -0.609 0.571 0.465
C 1.8294 -1.0443 2.5179 1.218 -0.466 -0.111
C -0.4319 -1.1688 -0.0824 0.077 -1.907 -0.007
N -0.4312 0.2094 0.0788 -2.091 1.196 0.259
C -1.6622 0.9254 0.0691 2.761 -0.846 0.299
C -2.9572 0.3866 0.1956 -0.298 0.564 -0.393
C -4.0600 1.2496 0.1655 -0.013 -0.579 0.155
C -3.9327 2.6257 0.0995 0.178 0.300 0.129
C -2.6580 3.2017 0.0349 0.081 -0.973 0.208
C -1.5843 2.3467 0.0347 -0.194 0.662 -0.607
F -0.3373 3.0286 -0.1680 -1.256 -0.900 0.442
H -2.8041 -0.5140 -3.8313 0.159 -0.425 0.366
H -3.1775 -1.1390 -2.1897 -0.013 -0.043 -0.298
H -2.5809 -2.2639 -3.4605 -0.148 0.287 0.138
H -0.8749 0.0868 -2.3974 -0.050 -0.714 -0.032
H -0.4648 -2.3901 -4.1799 0.205 0.441 0.174
H 0.9303 -1.5057 -3.5147 -0.491 0.221 -0.087
H -0.2002 -0.6929 -4.6392 -0.053 -0.107 0.522
H -0.9387 -3.6758 -2.4286 0.105 0.325 0.507
H -0.3973 -5.0715 -0.4395 -0.110 -0.080 -0.184
H 0.1908 -4.0360 1.7024 0.074 0.090 -0.477
H 0.3893 -2.5212 2.9569 -0.010 0.589 -0.056
H -0.4051 0.4457 2.7913 -0.082 -0.623 -0.122
H -0.4850 -0.6962 4.1418 -0.010 -0.027 -0.172
H -1.6072 -0.8721 2.7770 0.308 0.136 0.091
H 1.8976 0.0216 2.2656 0.157 -0.360 0.056
H 2.5527 -1.6086 1.8783 -0.580 0.504 0.362
H 2.1898 -1.1998 3.5636 -0.268 0.366 -0.563
H -3.1074 -0.6957 0.2346 0.223 0.379 0.012
H -5.0606 0.8147 0.2108 0.238 0.107 0.016
H -4.8081 3.2517 0.1280 -0.149 0.118 -0.074
H -2.4533 4.2594 0.0000 -0.201 0.153 -0.107
C 1.5050 2.1197 4.8518 0.036 -0.408 0.780
C 1.5189 2.3735 3.4258 -0.164 -0.445 -1.599
N 1.4806 2.3958 2.2700 -0.072 0.605 2.048
H 0.4824 1.8450 5.1737 0.483 0.203 -0.249
H 1.8407 2.9949 5.4129 -0.077 -0.086 -0.095
H 2.1758 1.2681 5.0973 -0.372 0.533 -0.322
F 4.4727 2.5005 -0.4010 0.060 0.141 -0.039
C 3.8614 1.5373 0.4487 -0.007 0.192 0.659
F 4.5185 0.3390 0.1030 0.217 -0.382 -0.074
H 4.3161 1.7829 1.4450 -0.046 -0.070 -0.288
C 3.0024 1.0978 -3.4910 0.246 -0.344 -0.472
C 1.6486 1.6373 -2.9996 1.519 -0.934 3.921
O 0.8506 2.1525 -3.7168 -1.412 0.895 -2.410
H 3.0081 0.8010 -4.5517 -0.070 0.059 -0.147
H 3.3025 0.2278 -2.8750 -0.145 0.453 -0.215
H 3.7741 1.8728 -3.3504 -0.269 -0.116 0.120
```
Forces are in eV/Å.

Formally, the Mulliken partial charges of the atoms, in units of the elementary charge, are as follows: number 1, Ca, carries 1.22; number 2, C, carries -1.50; number 3, C, carries 0.72; number 4, C, carries -1.54; number 5, C, carries 1.07; number 6, C, carries -0.03; number 7, C, carries -1.36; number 8, C, carries -0.91; number 9, C, carries 1.11; number 10, C, carries 0.50; number 11, C, carries -1.32; number 12, C, carries -0.73; number 13, C, carries -1.27; number 14, N, carries 1.40; number 15, C, carries -0.25; number 16, C, carries -0.78; number 17, C, carries -0.82; number 18, C, carries -0.60; number 19, C, carries -0.51; number 20, C, carries 0.29; number 21, F, carries -0.48; number 22, H, carries 0.41; number 23, H, carries 0.31; number 24, H, carries 0.36; number 25, H, carries 0.11; number 26, H, carries 0.45; number 27, H, carries 0.27; number 28, H, carries 0.35; number 29, H, carries 0.23; number 30, H, carries 0.33; number 31, H, carries 0.28; number 32, H, carries 0.42; number 33, H, carries 0.00; number 34, H, carries 0.42; number 35, H, carries 0.32; number 36, H, carries -0.06; number 37, H, carries 0.22; number 38, H, carries 0.32; number 39, H, carries 0.57; number 40, H, carries 0.37; number 41, H, carries 0.37; number 42, H, carries 0.46; number 43, C, carries -0.96; number 44, C, carries 0.31; number 45, N, carries -0.45; number 46, H, carries 0.27; number 47, H, carries 0.37; number 48, H, carries 0.26; number 49, F, carries -0.33; number 50, C, carries -0.33; number 51, F, carries -0.29; number 52, H, carries -0.04; number 53, C, carries -1.32; number 54, C, carries 0.41; number 55, O, carries -0.53; number 56, H, carries 0.43; number 57, H, carries 0.12; number 58, H, carries 0.36